Entry from the Open Molecules 2025 dataset: a 4-piece molecular cluster, C30H62BO9 overall (the ωB97M-V functional and the def2-TZVPD basis).

Output
largest force on an atom	1.78	eV Å⁻¹
net charge	-1
orbital gap	6.373	eV
total energy	-51220.19454	eV

Last column: Mulliken charge in e.
Positions of all 102 atoms, in Å:
C1 0.142 -2.267 3.484  -1.57
C2 0.603 -1.962 2.253  -0.10
B1 0.581 -0.470 1.496  0.52
C3 0.737 0.606 2.734  -1.42
C4 0.812 2.111 2.405  -0.65
C5 -0.477 2.754 1.893  1.11
C6 -0.289 4.280 1.716  -1.18
C7 -0.496 5.072 3.010  -0.61
C8 -1.932 4.963 3.559  -1.05
C9 -0.903 -0.393 0.700  2.64
C10 -1.129 -1.743 -0.030  -2.10
C11 -2.092 -0.217 1.660  -1.47
C12 -3.375 0.175 0.885  0.10
C13 -4.458 0.779 1.791  -1.29
C14 1.854 -0.506 0.406  1.40
C15 3.136 0.236 0.833  -2.31
C16 1.530 -0.062 -1.033  -1.21
C17 1.226 1.439 -1.207  0.35
C18 0.011 1.709 -2.129  -1.33
H1 0.670 -3.010 4.087  0.26
H2 -0.766 -1.864 3.925  0.21
H3 1.035 -2.817 1.715  0.24
H4 -0.057 0.496 3.481  0.45
H5 1.656 0.368 3.285  0.44
H6 1.055 2.644 3.337  0.59
H7 1.613 2.367 1.709  0.06
H8 -0.774 2.369 0.917  -0.73
H9 -1.306 2.600 2.587  0.46
H10 -0.957 4.656 0.937  0.41
H11 0.746 4.443 1.401  0.38
H12 -0.283 6.122 2.784  0.47
H13 0.239 4.767 3.755  0.27
H14 -1.951 4.315 4.434  0.28
H15 -2.353 5.937 3.804  0.37
H16 -2.583 4.508 2.810  0.20
H17 -0.950 0.425 -0.023  -0.88
H18 -1.664 -2.469 0.578  0.30
H19 -1.782 -1.539 -0.896  0.36
H20 -0.211 -2.137 -0.463  0.17
H21 -2.333 -1.160 2.155  0.48
H22 -1.934 0.578 2.387  0.19
H23 -3.770 -0.730 0.417  0.43
H24 -3.144 0.912 0.112  -0.25
H25 -4.964 0.023 2.391  0.34
H26 -3.993 1.507 2.459  0.26
H27 -5.193 1.320 1.189  0.30
H28 2.175 -1.552 0.313  0.26
H29 3.977 -0.206 0.273  0.52
H30 3.132 1.287 0.542  0.19
H31 3.381 0.108 1.887  0.32
H32 0.724 -0.637 -1.487  0.40
H33 2.416 -0.277 -1.652  0.46
H34 1.015 1.940 -0.265  -0.48
H35 2.073 1.943 -1.676  0.60
H36 -0.874 1.966 -1.547  0.07
H37 0.231 2.506 -2.842  0.40
H38 -0.252 0.834 -2.727  0.32
C19 7.255 -0.024 0.540  -1.09
C20 7.241 -0.069 -0.971  -0.25
O1 8.420 -0.704 -1.506  -0.36
C21 8.442 -2.029 -1.432  0.78
O2 7.579 -2.740 -0.992  -0.55
O3 9.606 -2.452 -1.943  -0.34
C22 9.796 -3.864 -1.861  -0.63
H39 8.171 0.445 0.905  0.37
H40 6.398 0.539 0.907  0.33
H41 7.209 -1.026 0.965  0.29
H42 7.256 0.941 -1.377  0.34
H43 6.347 -0.564 -1.347  0.34
H44 8.959 -4.398 -2.305  0.30
H45 9.922 -4.169 -0.822  0.29
H46 10.704 -4.084 -2.415  0.22
C23 -8.343 5.416 -1.336  -1.11
C24 -7.819 4.546 -0.213  -0.20
O4 -7.111 3.403 -0.707  -0.37
C25 -5.875 3.648 -1.150  0.79
O5 -5.324 4.718 -1.147  -0.57
O6 -5.361 2.505 -1.588  -0.35
C26 -4.052 2.620 -2.157  -0.68
H47 -8.951 4.825 -2.023  0.29
H48 -8.952 6.226 -0.933  0.36
H49 -7.524 5.852 -1.907  0.32
H50 -8.648 4.140 0.365  0.31
H51 -7.183 5.110 0.468  0.31
H52 -3.368 3.105 -1.464  0.23
H53 -4.097 3.171 -3.095  0.48
H54 -3.706 1.609 -2.352  0.20
C27 1.176 -4.733 -2.005  -0.88
C28 0.025 -4.676 -2.982  -0.20
O7 -0.295 -5.975 -3.523  -0.36
C29 -0.975 -6.783 -2.720  0.76
O8 -1.367 -6.536 -1.612  -0.55
O9 -1.160 -7.945 -3.364  -0.35
C30 -1.820 -8.939 -2.581  -0.63
H55 2.047 -5.210 -2.458  0.39
H56 1.450 -3.727 -1.687  0.11
H57 0.914 -5.309 -1.119  0.29
H58 0.295 -4.071 -3.846  0.35
H59 -0.861 -4.231 -2.529  0.30
H60 -2.758 -8.562 -2.179  0.30
H61 -1.175 -9.271 -1.769  0.29
H62 -2.019 -9.773 -3.249  0.21

=====

Entry from the Open Molecules 2025 dataset: an isolated ion of composition C4H8NO2 and charge -2 (the ωB97M-V functional and the def2-TZVPD basis).

Output
largest force on an atom	2.59	eV Å⁻¹
expectation value of S²	0.756
net charge	-2
orbital gap (spin up / spin down)	5.803 / 6.232	eV
energy above the lowest of the compared OMol25 structures with the same formula, charge and spin	576.6	kJ/mol
total energy	-9854.57511	eV
multiplicity	2

Last column: Löwdin spin population.
Positions of all 15 atoms, in Å:
C1 1.611 -0.095 -0.841  0.02
C2 0.900 0.926 0.000  0.03
N1 -0.448 1.118 -0.783  0.62
C3 -1.276 0.003 -0.330  0.22
C4 -1.342 -0.569 1.153  0.02
O1 -2.576 -1.098 1.588  0.01
O2 1.686 1.928 0.320  0.01
H1 2.611 -0.124 -0.553  0.00
H2 1.581 0.183 -1.873  0.00
H3 1.159 -1.020 -0.613  0.01
H4 0.573 0.343 0.928  0.01
H5 -2.350 -0.294 -0.776  0.01
H6 -0.467 -0.207 -1.226  0.04
H7 -0.562 -1.357 1.116  0.00
H8 -1.098 0.262 1.890  0.01